Below is a cluster of 5 separate species, C31H61NO12 in total, with properties calculated with wB97M-V/def2-TZVPD.

Each line ends with the Löwdin charge.
Cartesian coordinates (Å):
C (0.47362, 4.64299, 1.80783)  0.113
C (-0.64682, 4.33139, 1.52042)  -0.127
C (-1.89447, 3.79396, 0.92513)  -0.180
C (-2.34931, 4.63599, -0.30093)  -0.151
C (-2.62399, 3.76509, -1.56126)  -0.058
C (-1.35035, 3.31388, -2.31482)  -0.338
O (-1.56294, 3.63035, -3.71265)  -0.057
N (-1.48473, 5.02983, -3.95290)  0.021
O (-2.41348, 5.36577, -4.57130)  0.107
O (-0.22843, 4.12900, -1.97836)  0.107
C (0.65105, 3.38777, -1.24084)  -0.544
O (1.71677, 3.74462, -0.89372)  0.187
O (0.08892, 2.16879, -1.03140)  0.061
C (-0.83773, 1.86308, -2.11846)  -0.271
C (-1.80874, 0.80092, -1.60857)  -0.063
C (-2.93270, 0.40062, -2.60222)  -0.148
O (-3.11322, 1.30728, -3.68545)  -0.017
C (-2.78578, 0.78977, -4.89953)  -0.350
O (-2.95295, 1.38612, -5.91037)  0.111
C (0.08537, 1.29195, -3.22573)  -0.029
C (1.38458, 0.64317, -2.69555)  -0.184
O (1.14611, -0.42414, -1.79907)  -0.137
C (1.81504, -0.28936, -0.55167)  -0.243
C (0.84079, -0.72957, 0.56541)  -0.054
H (1.52505, 4.78922, 1.88479)  0.033
H (-1.70678, 2.74982, 0.65575)  0.096
H (-2.65234, 3.79325, 1.71656)  0.112
H (-3.32480, 5.06188, -0.02677)  0.113
H (-1.69978, 5.48586, -0.51345)  0.119
H (-3.26366, 4.38160, -2.19923)  0.119
H (-3.25452, 2.93972, -1.21424)  0.119
H (-1.22183, -0.10307, -1.41375)  0.110
H (-2.23043, 1.08896, -0.63844)  0.106
H (-2.77953, -0.63754, -2.92315)  0.124
H (-3.87420, 0.38485, -2.03632)  0.121
H (-2.32108, -0.21724, -4.89794)  0.138
H (0.39693, 2.12628, -3.87105)  0.142
H (-0.40222, 0.52028, -3.83274)  0.109
H (1.87061, 0.21112, -3.58818)  0.127
H (2.08300, 1.39946, -2.32070)  0.122
H (2.70223, -0.93436, -0.46648)  0.116
H (2.08561, 0.74525, -0.31260)  0.106
H (-0.18303, -0.39706, 0.37296)  0.052
H (1.13494, -0.25931, 1.51352)  0.083
H (0.80756, -1.81523, 0.70486)  0.066
C (-4.65379, -0.99378, 0.81423)  -0.077
C (-3.52089, -2.00748, 0.82617)  -0.277
O (-2.56440, -1.78387, 1.84364)  -0.160
C (-3.03973, -1.82175, 3.17952)  -0.273
C (-3.65917, -3.15432, 3.56727)  -0.077
H (-4.25787, 0.01895, 0.70536)  0.069
H (-5.33455, -1.19595, -0.01459)  0.078
H (-5.23560, -1.01989, 1.73619)  0.068
H (-2.97670, -1.94362, -0.11838)  0.109
H (-3.91257, -3.02869, 0.88923)  0.109
H (-3.73827, -0.99637, 3.35688)  0.108
H (-2.17502, -1.63460, 3.81738)  0.111
H (-4.53664, -3.39003, 2.96331)  0.066
H (-3.96832, -3.13904, 4.61344)  0.080
H (-2.93824, -3.96211, 3.42741)  0.073
C (-0.76474, -2.71756, -7.25727)  -0.074
C (0.06534, -1.80369, -6.37235)  -0.280
O (-0.04054, -2.09604, -4.98780)  -0.184
C (0.36773, -3.39151, -4.58201)  -0.276
C (1.82084, -3.70057, -4.89533)  -0.074
H (-1.81754, -2.67209, -6.97162)  0.080
H (-0.67189, -2.41842, -8.30188)  0.080
H (-0.44881, -3.75874, -7.17947)  0.067
H (-0.28703, -0.77744, -6.49326)  0.113
H (1.11563, -1.80915, -6.68217)  0.109
H (-0.29534, -4.15013, -5.01257)  0.107
H (0.22089, -3.42977, -3.50181)  0.118
H (2.02220, -3.68197, -5.96741)  0.067
H (2.08427, -4.69134, -4.52294)  0.078
H (2.47573, -2.96491, -4.42490)  0.080
C (4.75611, 4.71496, 5.58806)  -0.081
C (4.06121, 3.37600, 5.77140)  -0.284
O (3.22426, 3.01311, 4.68883)  -0.160
C (3.85333, 2.88146, 3.42684)  -0.287
C (4.94767, 1.82815, 3.39564)  -0.078
H (4.02120, 5.50732, 5.43478)  0.081
H (5.35296, 4.95533, 6.46911)  0.076
H (5.42272, 4.71468, 4.72450)  0.065
H (3.41463, 3.42845, 6.64807)  0.117
H (4.79041, 2.58288, 5.97104)  0.105
H (4.23438, 3.85275, 3.09045)  0.106
H (3.06852, 2.59826, 2.72330)  0.111
H (5.76515, 2.06583, 4.07787)  0.065
H (5.36398, 1.74621, 2.39051)  0.077
H (4.54761, 0.85576, 3.68889)  0.081
C (0.97215, -4.25530, 5.59677)  -0.074
C (0.25045, -3.94109, 4.29688)  -0.284
O (1.00594, -3.16485, 3.39143)  -0.163
C (2.22968, -3.71860, 2.94187)  -0.280
C (2.06837, -5.04685, 2.22200)  -0.077
H (1.27412, -3.33319, 6.09667)  0.083
H (0.32034, -4.82017, 6.26496)  0.077
H (1.87305, -4.84775, 5.43093)  0.066
H (-0.64186, -3.35508, 4.52132)  0.102
H (-0.09627, -4.85991, 3.80985)  0.108
H (2.93691, -3.80801, 3.77407)  0.108
H (2.65717, -2.99132, 2.24975)  0.110
H (1.64957, -5.81688, 2.87147)  0.065
H (3.03555, -5.40188, 1.86320)  0.077
H (1.39733, -4.93743, 1.36790)  0.080

Frontier orbital gap ... 9.65 eV
E ... -59188.988 eV
SMILES ... C#CCCC[C@@]1(ON=O)OC(=O)O[C@]1(CCOC=O)CCOCC.CCOCC.CCOCC.CCOCC.CCOCC
Multiplicity ... 1
ΔE to the lowest compared entry with this formula, charge and spin ... 1.967 eV
Highest occupied orbital energy ... -9.5520 eV